103
Properties=species:S:1:pos:R:3 method="wB97M-V/def2-TZVPD" spin_multiplicity=2 largest_force_ev_per_a=5.5 total_energy_ha=-3566.01707
P -0.6307 -0.1248 1.1215
F -1.5218 -1.3793 1.5653
F -1.1629 0.7257 2.3668
F 0.7049 -0.5582 1.9621
F 0.3086 1.1257 0.6651
F 0.0202 -0.8971 -0.2336
F -1.8862 0.4993 0.2116
C 0.2778 -2.3702 -3.3249
O 1.0515 -3.0142 -4.3004
C 2.1311 -2.3679 -4.8363
O 2.4741 -1.2175 -4.6052
O 2.7971 -3.2270 -5.6702
C 4.0109 -2.9024 -6.2828
H -0.6795 -2.0727 -3.7528
H 0.7126 -1.5337 -2.7777
H -0.0526 -3.0562 -2.5449
H 4.6501 -3.7310 -5.9779
H 4.4862 -1.9851 -5.9353
H 3.7665 -2.9512 -7.3440
C 2.3773 -3.3770 -0.5150
O 2.7302 -2.0743 -0.7205
C 3.5228 -1.4415 0.0853
O 4.0446 -1.8890 1.1176
O 3.7869 -0.2701 -0.4805
C 3.0283 0.2565 -1.6073
H 1.5002 -3.5721 -1.1319
H 2.2184 -3.5239 0.5533
H 3.0915 -4.1405 -0.8233
H 2.1613 -0.3694 -1.8185
H 3.6469 0.1801 -2.5015
H 2.8136 1.2894 -1.3333
C -3.0427 -1.8982 -1.5175
O -4.0508 -1.7437 -2.5018
C -4.8034 -2.7472 -2.8422
O -4.9215 -3.7754 -2.1619
O -5.2289 -2.5848 -4.0283
C -5.6745 -3.7275 -4.8082
H -2.5520 -2.8383 -1.2652
H -3.5236 -1.5724 -0.5953
H -2.1882 -1.3036 -1.8409
H -5.7240 -3.4361 -5.8574
H -6.6348 -4.0599 -4.4141
H -4.9912 -4.5693 -4.9203
C 1.1018 -1.1890 5.1957
O 1.1033 -2.4873 4.6401
C 2.1259 -2.9869 3.8932
O 3.1664 -2.3565 3.6512
O 1.8949 -4.2426 3.5331
C 0.8152 -5.0684 3.9281
H 0.6609 -0.6158 4.3802
H 2.0070 -0.6716 5.5134
H 0.4051 -1.0373 6.0202
H 0.8803 -6.0211 3.4025
H -0.1357 -4.5660 3.7505
H 0.8894 -5.2021 5.0074
C 3.2242 1.9809 1.6962
O 3.5889 1.9217 3.0593
C 4.2714 0.8578 3.6213
O 4.5318 -0.1955 3.1002
O 4.5838 1.1607 4.9173
C 4.3650 2.3879 5.5231
H 3.9284 2.5969 1.1369
H 2.2700 2.4765 1.5175
H 2.9742 0.9479 1.4544
H 3.3398 2.5325 5.8640
H 4.5897 3.2855 4.9469
H 4.9136 2.3911 6.4650
C -8.4948 1.0392 -0.1335
O -7.2900 0.8702 0.5932
C -6.3453 1.8141 0.5924
O -6.3524 2.9178 -0.0223
O -5.3874 1.3394 1.4430
C -4.1634 2.0395 1.5293
H -8.4208 1.4160 -1.1536
H -9.1162 1.7977 0.3426
H -9.0858 0.1244 -0.1770
H -3.7495 2.4118 0.5921
H -3.3488 1.4395 1.9350
H -4.2183 2.8921 2.2062
F 2.2113 6.9718 3.7550
C 1.5458 5.7622 3.7346
C 1.7890 4.8072 4.7381
C 1.1180 3.6211 4.6194
C 0.1833 3.4108 3.6175
C -0.0603 4.3464 2.6224
C 0.6285 5.5751 2.7136
H 2.3603 5.0676 5.6169
H 1.1463 2.9161 5.4371
H -0.5314 2.6071 3.7156
H -0.8332 4.2721 1.8717
H 0.6505 6.3130 1.9253
C 0.3424 1.6397 -3.0530
C 1.2425 2.3241 -3.7340
C 1.0599 2.5652 -5.1046
C -0.0407 2.0221 -5.7466
C -1.0457 1.3926 -5.0653
C -0.8204 1.1379 -3.7112
H 0.4286 1.5587 -1.9795
H 2.0365 2.8379 -3.2125
H 1.8203 3.0949 -5.6592
H -0.1990 2.1638 -6.8055
H -2.0043 1.1612 -5.5056
H -1.5950 0.6568 -3.1325

***

112
Properties=species:S:1:pos:R:3 method="wB97M-V/def2-TZVPD" spin_multiplicity=2 largest_force_ev_per_a=4.6 total_energy_ha=-5112.74020
P 0.2741 -0.8018 -0.2794
F -1.2279 -1.3249 -0.7275
F 0.8993 -0.9547 -1.7855
F -0.1613 0.7229 -0.6762
F 1.7631 -0.4196 0.1836
F -0.3388 -0.3210 1.1667
F 0.5685 -2.2894 0.2325
O -3.9809 4.5162 3.5767
C -3.4605 3.3848 3.5532
O -2.4900 3.0696 4.3855
C -1.9214 1.8129 4.0474
C -2.5659 1.4290 2.6899
C -3.8747 2.1504 2.7481
H -2.2280 1.1161 4.8275
H -0.8334 1.8560 3.9965
H -2.6680 0.3540 2.5410
H -1.8912 1.8529 1.9461
H -4.6112 1.6142 3.3466
H -4.2793 2.4270 1.7745
O -0.3038 -5.0955 3.6556
C -0.8600 -4.5852 2.6547
O -0.7438 -5.1844 1.4778
C -1.4750 -4.5987 0.4748
C -2.3907 -3.5362 1.1547
C -1.7013 -3.3403 2.5151
H -2.0762 -5.2264 -0.1830
H -0.8656 -4.1283 -0.2968
H -3.4745 -3.6398 1.2066
H -2.3000 -2.5475 0.7047
H -2.4288 -3.2207 3.3180
H -1.2425 -2.3575 2.6234
O -2.4582 0.1295 -4.6213
C -1.6440 -0.7620 -4.6963
O -1.7932 -1.8539 -3.9251
C -0.6585 -2.7063 -4.1761
C -0.0448 -2.2354 -5.5310
C -0.3267 -0.7560 -5.4852
H -0.9863 -3.7435 -4.1064
H 0.1536 -2.6038 -3.4564
H -0.5725 -2.7448 -6.3374
H 1.0224 -2.4370 -5.6227
H -0.5265 -0.1845 -6.3916
H 0.3245 -0.0851 -4.9248
O -3.9327 4.9159 -4.0785
C -2.8593 4.5211 -3.6447
O -2.1095 3.7254 -4.4237
C -0.9233 3.2704 -3.7954
C -1.1622 3.5832 -2.2348
C -2.2742 4.7083 -2.2590
H 0.0103 3.7522 -4.0858
H -0.7346 2.2003 -3.8812
H -0.1919 3.7746 -1.7766
H -1.5257 2.7659 -1.6119
H -1.8457 5.7033 -2.3794
H -3.0158 4.6244 -1.4645
O 3.9928 4.1505 -0.4991
C 4.1343 3.1573 -1.1386
O 4.8341 2.1258 -0.7486
C 4.5419 0.8387 -1.3791
C 3.8294 1.3199 -2.6842
C 3.2865 2.6815 -2.3574
H 3.8459 0.2708 -0.7617
H 5.4118 0.2007 -1.5350
H 3.0293 0.6876 -3.0692
H 4.4386 1.4824 -3.5734
H 2.3166 2.4103 -1.9406
H 3.1305 3.4006 -3.1615
O 4.1348 -1.5268 2.5683
C 3.1860 -1.4544 3.3598
O 3.4460 -1.3823 4.6691
C 2.2224 -1.0819 5.3963
C 1.1087 -1.5140 4.4489
C 1.7192 -1.4496 3.0476
H 2.3615 -0.0143 5.5664
H 2.1480 -1.5678 6.3692
H 0.2704 -0.8346 4.6038
H 0.7362 -2.4865 4.7707
H 1.5100 -0.4684 2.6214
H 1.5340 -2.2640 2.3472
C 2.4557 -4.4142 -0.8207
C 3.1066 -3.1255 -0.3138
O 4.4948 -3.4109 -0.1859
S 4.8788 -5.0656 -0.3917
O 5.5346 -5.6937 0.7722
O 5.4712 -5.3082 -1.7053
O 3.2689 -5.5225 -0.3955
H 2.4921 -4.3428 -1.9077
H 1.3923 -4.4508 -0.5842
H 2.7763 -2.7766 0.6646
H 2.9553 -2.2196 -0.9008
C 2.0058 2.1224 1.8924
C 2.4716 3.5655 2.0221
O 2.5666 3.9623 3.3504
S 2.1464 2.7317 4.3947
O 1.2416 3.2819 5.3415
O 3.3540 2.0227 4.8360
O 1.3594 1.9987 3.1146
H 2.7086 1.2922 1.8219
H 1.2926 1.9891 1.0790
H 2.0480 4.3254 1.3653
H 3.5443 3.5639 1.8287
C -4.6937 1.5797 -2.1014
C -3.7816 0.6602 -1.3546
O -4.6275 -0.4029 -0.9226
S -6.1611 0.1117 -0.5283
O -6.0811 0.8398 0.7719
O -7.1049 -0.9857 -0.7494
O -6.0247 1.2451 -1.7941
H -4.5533 1.5437 -3.1817
H -4.4327 2.5773 -1.7482
H -3.2663 1.0658 -0.4840
H -3.0420 0.2615 -2.0489

***

100
Properties=species:S:1:pos:R:3 method="wB97M-V/def2-TZVPD" charge=+1 largest_force_ev_per_a=8.5 total_energy_ha=-2765.43406
C 0.2237 -0.4720 -1.5551
C 0.5696 1.0682 -1.9975
N 0.6772 2.1512 -0.9214
C 1.1647 3.3437 -1.7536
N 2.1421 4.2745 -1.5015
N 0.2745 3.2254 -3.0044
C -0.4535 1.8646 -3.0175
C -1.9452 2.3018 -2.4970
C -3.0165 1.0715 -2.3373
O -3.2490 0.5683 -1.0929
H 1.0033 -1.2256 -2.0539
H 0.2672 -0.6182 -0.3912
H -0.8572 -0.7419 -1.9142
H 1.6398 1.1539 -2.5145
H 1.3675 1.8172 -0.1918
H 1.8653 5.2913 -1.3613
H 3.1868 4.0785 -1.5092
H 0.9610 3.3412 -3.7834
H -0.3210 1.2857 -4.0259
H -2.4115 3.0661 -3.2793
H -1.8090 2.8732 -1.4817
H -3.6631 0.5951 -3.2029
C -1.3072 1.7913 -9.5828
C -1.6834 2.3245 -8.2160
C -0.5807 2.2366 -7.2035
O -1.2979 2.1973 -5.9818
C -2.5134 1.6384 -6.2682
O -3.3254 1.2817 -5.4305
O -2.6966 1.5320 -7.6189
H -2.2012 1.6459 -10.1979
H -0.6312 2.4793 -10.1001
H -0.8154 0.8148 -9.5087
H -2.0703 3.3477 -8.3061
H 0.0884 3.1007 -7.2340
H 0.0141 1.3195 -7.2831
C -3.5388 -1.0261 1.5356
C -2.6525 -1.1800 2.7542
C -2.3947 0.1036 3.4855
O -1.1597 -0.1606 4.1286
C -0.5104 -1.0792 3.3498
O 0.6554 -1.4083 3.4947
O -1.3422 -1.5790 2.3866
H -3.4885 -1.9222 0.9085
H -4.5802 -0.8572 1.8265
H -3.2146 -0.1869 0.9098
H -3.0612 -1.9509 3.4201
H -3.1730 0.3341 4.2179
H -2.2599 0.9655 2.8220
C 2.4132 6.9271 3.6429
C 2.3574 7.6262 2.3004
C 2.4904 6.7022 1.1268
O 3.0032 7.5628 0.1243
C 3.6981 8.5429 0.7788
O 4.4250 9.3571 0.2336
O 3.4702 8.4879 2.1257
H 2.5650 7.6533 4.4481
H 1.4888 6.3741 3.8362
H 3.2527 6.2244 3.6922
H 1.4485 8.2379 2.2337
H 1.5333 6.2731 0.8186
H 3.2114 5.8925 1.2872
C -2.3183 -6.2365 2.2486
C -3.6837 -5.7079 2.6365
C -4.7976 -6.1973 1.7598
O -5.7650 -5.1717 1.9036
C -5.0713 -4.0270 2.1868
O -5.5580 -2.9082 2.1987
O -3.7593 -4.3036 2.4540
H -1.5291 -5.6638 2.7463
H -2.2139 -7.2914 2.5209
H -2.1442 -6.1393 1.1710
H -3.8798 -5.9174 3.6959
H -5.1994 -7.1597 2.0879
H -4.5231 -6.2656 0.7009
C 3.3284 1.8632 5.0508
C 3.2725 2.5623 3.7083
C 3.4056 1.6383 2.5347
O 3.9184 2.4989 1.5322
C 4.6133 3.4790 2.1867
O 5.3402 4.2932 1.6415
O 4.3853 3.4240 3.5336
H 3.4801 2.5894 5.8560
H 2.4040 1.3102 5.2441
H 4.1679 1.1605 5.1001
H 2.3636 3.1740 3.6416
H 2.4485 1.2092 2.2265
H 4.1266 0.8286 2.6951
C 3.0159 -9.1356 0.7453
C 1.8123 -8.2250 0.6182
C 1.3041 -7.7012 1.9282
O -0.0566 -7.4334 1.6365
C -0.4120 -8.2977 0.6373
O -1.5560 -8.4792 0.2540
O 0.6858 -8.9320 0.1257
H 3.1859 -9.6803 -0.1891
H 3.9167 -8.5637 0.9890
H 2.8647 -9.8905 1.5252
H 2.0298 -7.4121 -0.0865
H 1.8201 -6.7912 2.2460
H 1.3440 -8.4377 2.7389